DFT (ωB97M-V with the def2-TZVPD basis set) results for a molecular structure, C2H4N2O4S at a distorted geometry.

```
13
Properties=species:S:1:pos:R:3:mulliken_charge:R:1
C -0.262 0.181 0.887 0.270
C -1.623 -0.536 -0.593 0.092
N -1.196 0.577 -0.169 -0.568
N -0.483 -1.302 1.168 -0.259
O 1.059 0.356 0.378 -0.378
O 0.683 -0.899 -1.723 -0.509
O 2.377 0.915 -1.607 -0.533
O -1.412 -1.664 0.014 -0.253
S 0.776 0.464 -1.312 0.796
H -0.417 0.868 1.762 0.313
H -2.401 -0.544 -1.406 0.367
H 3.138 0.495 -2.048 0.326
H 0.436 -1.702 0.930 0.336
```

For the largest force on an atom, the calculation gives 4.850 eV Å⁻¹. As for the total charge: 0. The energy above the lowest of the compared OMol25 structures with the same formula, charge and spin comes out at 82.6 kJ/mol.

---

DFT (ωB97M-V with the def2-TZVPD basis set) results for 2 unconnected molecules or ions with the total composition C7H12O at a distorted geometry.

```
20
Properties=species:S:1:pos:R:3:mulliken_charge:R:1
C 0.664 2.063 1.641 -0.392
C -0.427 2.850 1.310 -1.000
C 1.064 0.647 -0.283 -0.523
C 0.723 0.694 0.949 -0.600
C 0.964 -3.037 -1.672 -1.133
C 0.778 -1.696 -0.996 -0.303
C 1.569 -0.630 -1.011 -0.298
H 1.578 2.491 2.032 0.475
H -1.001 2.539 0.479 0.212
H -0.725 3.767 1.741 0.562
H 0.993 1.556 -0.860 0.338
H 0.692 -0.011 1.763 0.438
H 0.038 -3.471 -1.868 0.384
H 1.678 -2.959 -2.439 0.337
H 1.400 -3.749 -0.892 0.219
H -0.270 -1.534 -0.633 0.326
H 2.502 -0.422 -1.648 0.245
H -3.564 0.832 0.696 0.418
H -4.313 -0.334 1.107 0.586
O -4.343 0.404 0.584 -1.292
```

For the largest force on an atom, the calculation gives 5.559 eV Å⁻¹. As for the total charge: -1. The energy above the lowest of the compared OMol25 structures with the same formula, charge and spin comes out at 317.4 kJ/mol. Its spin multiplicity is 2.

---

- Number 1 is which compound?
  C2H4N2O4S

---

- Number 1 is which compound?
  C2H4N2O4S